{"formula": "C10H13N", "method": "ωB97M-V with the def2-TZVPD basis set", "elements": ["C", "C", "C", "C", "C", "C", "N", "C", "C", "C", "C", "H", "H", "H", "H", "H", "H", "H", "H", "H", "H", "H", "H", "H"], "xyz": [[1.21, -2.07, -0.19], [0.92, -0.63, 0.00], [-0.36, 0.00, 0.02], [-0.31, 1.47, 0.10], [-1.70, 1.87, 0.10], [-2.48, 0.76, -0.01], [-1.74, -0.44, -0.12], [-2.31, -1.78, 0.01], [0.86, 2.16, -0.04], [2.17, 1.51, -0.45], [2.10, 0.26, 0.49], [0.39, -2.55, -0.47], [1.49, -2.44, 0.70], [1.96, -2.30, -0.86], [-1.95, 2.85, 0.04], [-3.60, 0.64, -0.14], [-3.46, -1.60, 0.00], [-1.82, -2.32, -0.82], [-1.98, -2.05, 1.05], [0.76, 3.17, 0.09], [2.08, 1.32, -1.45], [2.99, 2.06, -0.16], [1.87, 0.56, 1.61], [2.92, -0.44, 0.51]], "lowdin_charge": [-0.044, -0.161, -0.098, -0.196, -0.041, -0.070, -0.145, -0.044, -0.038, -0.134, -0.144, 0.017, 0.056, 0.066, 0.062, 0.132, 0.109, 0.087, 0.102, 0.071, 0.091, 0.076, 0.156, 0.090], "largest_force_ev_per_a": 5.54, "de_lowest_kj_mol": 350.6}